DFT (the ωB97M-V functional and the def2-TZVPD basis) results for a cluster of 16 separate species, C64H168N8O32 in total at a distorted geometry.

Structure (ORCA input):
```
! wB97M-V def2-TZVPD RIJCOSX def2/J DEFGRID3
* xyz 0 1
C 12.70 -27.26 -29.22
O 1.17 -25.10 -20.45
O 13.93 -26.66 -28.66
C 5.85 -25.70 -27.78
H 12.74 -24.44 -25.01
H 9.02 -28.14 -18.82
H 0.51 -28.17 -15.22
H 5.26 -24.91 -12.73
H 3.39 -27.62 -19.57
O 11.06 -23.86 -23.95
H 1.73 -25.05 -22.49
H 1.38 -24.69 -26.29
O 7.61 -20.98 -21.42
H 9.25 -29.02 -29.80
H 9.02 -22.35 -26.05
O 2.22 -31.12 -13.30
C -0.28 -25.14 -15.49
O 8.22 -27.41 -16.12
H 8.62 -22.75 -23.17
C 9.92 -32.70 -18.65
H -0.40 -24.45 -16.33
H 5.33 -25.90 -28.72
H 1.10 -23.06 -20.12
H 12.86 -29.61 -15.46
H 10.56 -34.23 -20.06
H 14.60 -27.58 -27.14
H 10.35 -28.95 -23.91
H 2.84 -18.13 -18.41
H 6.33 -27.03 -15.17
H 8.79 -19.59 -20.25
C 8.03 -30.64 -17.85
H 10.52 -32.15 -22.72
H 7.37 -21.18 -13.86
H 12.21 -28.95 -27.81
C 10.31 -28.77 -29.79
H 10.63 -30.78 -29.37
H 6.25 -28.38 -16.27
H 5.72 -30.24 -21.67
H 3.38 -24.20 -25.98
H 4.55 -25.55 -18.65
H 2.82 -22.82 -14.60
C 7.78 -21.64 -15.89
C -0.77 -24.02 -19.59
O 8.66 -20.53 -16.15
C 7.56 -25.48 -22.58
H 9.69 -28.49 -16.11
N 10.61 -28.38 -15.71
H 10.18 -34.68 -22.73
H 5.53 -28.10 -21.04
H 2.52 -26.52 -24.03
H 11.39 -28.28 -19.80
H 5.42 -29.08 -18.64
C 8.90 -26.97 -14.91
H 9.96 -21.70 -24.80
H 2.54 -20.15 -19.73
H 9.55 -20.78 -17.91
H 11.94 -20.93 -20.05
C 1.11 -28.21 -17.09
O 9.12 -27.16 -23.38
O 3.79 -24.71 -14.18
C 10.97 -22.82 -20.25
O 12.08 -23.69 -20.38
O 11.80 -31.40 -15.71
H 4.38 -20.52 -17.39
H -1.31 -25.45 -15.33
C 9.83 -20.84 -16.86
C -2.76 -25.21 -18.96
H 8.72 -25.92 -14.71
H 6.16 -20.27 -22.65
H 6.65 -23.91 -28.78
O 10.64 -30.77 -31.19
C 4.97 -24.16 -13.46
C 0.44 -23.87 -20.42
H 4.63 -19.24 -18.56
H 11.68 -25.80 -24.72
O 13.45 -27.73 -22.45
H 0.93 -31.62 -14.59
H 7.34 -30.13 -17.17
H 1.60 -32.95 -12.77
H 8.37 -22.53 -15.69
C 7.00 -24.45 -18.98
C -5.93 -27.19 -19.29
C 6.90 -21.23 -14.85
O 5.24 -30.10 -20.85
H 2.21 -30.25 -15.84
N 8.30 -22.45 -24.08
O 2.53 -26.77 -25.91
H 13.80 -31.61 -15.66
O 6.33 -26.88 -27.15
H 8.66 -20.26 -23.59
H -1.31 -25.82 -20.42
H 7.54 -32.60 -16.95
H 13.53 -28.27 -23.25
C 0.42 -26.75 -16.97
C 6.92 -21.04 -22.62
H -3.28 -27.32 -18.53
H 8.34 -26.05 -20.75
H 6.51 -20.23 -15.02
H 6.76 -30.71 -26.04
H -2.81 -24.96 -17.90
H 8.06 -28.38 -20.29
C 9.33 -28.57 -23.81
O 1.59 -24.19 -25.50
O 0.57 -26.25 -15.72
H 4.66 -24.65 -20.12
H 3.15 -29.30 -19.41
N -1.47 -25.34 -19.54
H 12.25 -29.31 -22.34
H 10.91 -26.30 -15.66
H 7.09 -25.40 -18.45
H 2.52 -26.09 -21.32
H 8.53 -32.00 -19.66
C 10.77 -29.42 -14.68
H -6.83 -27.37 -18.70
H 12.27 -30.42 -13.98
H 4.04 -28.80 -21.79
O 8.32 -32.94 -26.87
H 11.77 -22.51 -22.30
H 10.18 -23.29 -20.83
H 1.01 -31.80 -11.56
C 7.71 -26.86 -23.26
H 13.04 -26.34 -20.72
C 4.59 -24.53 -19.04
H 9.53 -24.59 -25.15
H 4.16 -26.40 -24.65
C 12.03 -24.86 -24.30
O 11.90 -21.59 -22.06
H 9.95 -30.12 -14.54
C 3.92 -28.57 -19.66
C 7.60 -32.17 -17.95
O 4.82 -28.34 -18.55
H 10.73 -23.56 -25.94
C 7.94 -21.05 -23.80
H 0.05 -23.64 -21.41
H 10.44 -27.97 -30.51
H 4.59 -23.29 -12.92
H 10.30 -21.81 -16.66
H 6.94 -23.38 -13.43
O 7.67 -31.38 -24.28
H 2.79 -32.14 -11.69
O 7.97 -25.42 -28.83
H 10.68 -22.68 -19.21
H 13.03 -32.75 -16.64
C 11.03 -33.51 -19.40
C 2.85 -24.54 -25.09
C 2.13 -25.09 -21.47
H 3.10 -23.87 -24.28
N 5.80 -22.17 -14.76
C 3.13 -26.09 -24.83
O 4.90 -21.10 -19.26
H 0.03 -24.68 -14.55
O 11.63 -32.76 -20.46
H 0.94 -26.08 -17.65
O -5.04 -26.30 -18.59
H 11.01 -27.13 -14.17
H 2.25 -28.91 -14.61
C 11.06 -30.09 -30.10
H 10.34 -29.30 -32.61
H -5.46 -28.15 -19.47
H 6.28 -21.91 -22.77
H 8.86 -28.86 -24.75
C 7.33 -24.37 -20.52
H 14.77 -28.68 -28.45
H 11.91 -27.33 -27.28
H -0.63 -27.01 -17.11
C 1.84 -32.04 -12.22
C 12.03 -30.15 -15.01
C 2.73 -20.06 -18.66
H 13.10 -33.03 -14.88
H 12.15 -30.09 -30.08
C 11.67 -27.72 -20.69
H 0.86 -28.66 -18.05
H 5.03 -25.26 -27.22
H 8.61 -27.62 -14.09
C 3.08 -23.79 -15.03
C 11.87 -27.98 -28.16
C 12.65 -28.57 -21.65
H 9.32 -31.58 -24.68
H 8.45 -24.90 -22.79
H 2.19 -20.84 -18.13
H 9.80 -34.43 -24.42
O 2.30 -18.84 -18.04
H 5.75 -21.44 -19.00
C 4.19 -20.23 -18.43
H 7.25 -27.63 -22.64
C 9.31 -22.55 -25.02
H 8.95 -32.39 -26.41
N 7.49 -25.65 -21.13
H 10.17 -31.65 -18.81
H -3.60 -26.54 -20.13
H 3.72 -24.00 -18.65
H 10.62 -20.10 -16.79
H 2.29 -27.61 -25.52
H 7.71 -32.22 -23.83
H 8.21 -23.78 -20.80
H 10.67 -27.54 -21.09
N 8.48 -32.78 -19.03
H 10.10 -32.79 -17.58
H 10.97 -28.94 -13.72
C 9.72 -33.99 -23.43
H 7.31 -28.23 -18.73
C 6.15 -23.49 -14.16
H 6.51 -23.72 -20.81
H 6.61 -25.17 -23.02
C 6.77 -27.43 -16.09
C 7.98 -19.62 -20.97
H 2.87 -24.30 -21.36
C 14.94 -27.64 -28.18
H -6.13 -26.85 -20.30
H 5.80 -31.75 -24.97
C 12.91 -32.27 -20.11
C 10.42 -27.08 -15.08
O 12.21 -26.40 -20.25
H 7.86 -25.25 -29.76
H 11.73 -34.07 -18.77
H 5.30 -22.26 -15.64
H 7.29 -24.25 -27.15
H 13.26 -31.64 -20.92
H 7.13 -27.24 -27.55
C 11.33 -21.38 -20.83
H 6.61 -32.35 -18.36
H 7.17 -33.81 -25.54
C 6.79 -31.60 -25.41
H 8.82 -29.19 -23.07
H 7.18 -26.84 -24.21
H 7.23 -19.03 -20.43
H 10.47 -20.76 -21.09
C 10.62 -32.77 -23.61
H 2.22 -24.23 -15.53
C 4.72 -28.82 -20.93
C 6.96 -24.70 -28.09
C 8.16 -28.67 -19.24
H 12.89 -31.79 -19.13
H 3.71 -23.45 -15.86
H 6.15 -33.18 -26.74
H 8.29 -18.97 -21.79
H 11.63 -33.15 -23.71
H 6.50 -24.17 -14.94
H 16.02 -27.48 -28.29
H 0.22 -30.30 -13.70
C 1.17 -30.71 -14.04
H 7.22 -21.75 -16.81
C 10.94 -30.19 -32.42
H 13.56 -33.12 -19.93
H 7.77 -23.86 -18.48
H 12.56 -25.00 -23.36
H -0.48 -23.84 -18.55
H 2.18 -28.02 -17.06
O 10.19 -31.94 -24.83
O 8.29 -30.10 -19.13
C 7.05 -32.93 -26.17
N 10.51 -28.14 -28.51
O 5.76 -23.75 -18.70
H 7.32 -20.61 -24.58
C 1.64 -29.64 -15.14
H 10.80 -30.86 -33.26
H 9.00 -30.53 -17.37
O 8.41 -33.76 -22.98
H 12.91 -27.84 -30.13
H 10.14 -27.20 -28.55
H -1.47 -23.22 -19.84
H -3.13 -24.35 -19.51
H 12.18 -26.36 -29.56
H 7.93 -34.58 -23.11
H 6.28 -26.81 -16.84
H 11.87 -24.52 -19.94
H 11.99 -29.92 -32.50
C 12.94 -32.28 -15.65
C -3.65 -26.44 -19.05
C 10.15 -23.70 -25.03
H 13.32 -29.13 -21.01
N 0.64 -28.90 -15.91
*
```

Values from the calculation:
- F_max: 4.66 eV Å⁻¹
- DFT total energy: -5383.9998 hartree
- Highest occupied orbital energy: -0.3130 Ha
- HOMO-LUMO gap: 0.321 Eh

Mulliken population analysis, charges in e, atoms 1 to 99: number 1, C, carries -0.374; number 2, O, carries -0.196; number 3, O, carries -0.444; number 4, C, carries 0.280; number 5, H, carries 0.435; number 6, H, carries 0.307; number 7, H, carries 0.307; number 8, H, carries 0.410; number 9, H, carries -0.118; number 10, O, carries -0.049; number 11, H, carries 0.730; number 12, H, carries 0.330; number 13, O, carries 0.330; number 14, H, carries 0.325; number 15, H, carries 0.464; number 16, O, carries -0.261; number 17, C, carries -0.985; number 18, O, carries -0.070; number 19, H, carries -0.497; number 20, C, carries 0.301; number 21, H, carries 0.252; number 22, H, carries 0.282; number 23, H, carries 0.200; number 24, H, carries 0.338; number 25, H, carries 0.306; number 26, H, carries 0.212; number 27, H, carries 0.460; number 28, H, carries 0.346; number 29, H, carries 0.515; number 30, H, carries 0.244; number 31, C, carries 0.281; number 32, H, carries 0.010; number 33, H, carries 0.399; number 34, H, carries 0.338; number 35, C, carries -0.759; number 36, H, carries 0.208; number 37, H, carries 0.154; number 38, H, carries 0.221; number 39, H, carries 0.367; number 40, H, carries 0.109; number 41, H, carries 0.372; number 42, C, carries 0.967; number 43, C, carries -0.472; number 44, O, carries -0.470; number 45, C, carries -0.174; number 46, H, carries -0.003; number 47, N, carries -0.020; number 48, H, carries 0.525; number 49, H, carries -0.101; number 50, H, carries 0.485; number 51, H, carries 0.099; number 52, H, carries 0.030; number 53, C, carries -0.091; number 54, H, carries 0.340; number 55, H, carries 0.228; number 56, H, carries -0.050; number 57, H, carries 0.362; number 58, C, carries -0.135; number 59, O, carries 0.048; number 60, O, carries -0.280; number 61, C, carries -0.257; number 62, O, carries -0.570; number 63, O, carries -0.194; number 64, H, carries 0.138; number 65, H, carries 0.383; number 66, C, carries -0.423; number 67, C, carries -0.460; number 68, H, carries 0.115; number 69, H, carries 0.511; number 70, H, carries 0.439; number 71, O, carries -0.389; number 72, C, carries -1.257; number 73, C, carries -0.588; number 74, H, carries 0.330; number 75, H, carries 0.149; number 76, O, carries -0.599; number 77, H, carries 0.282; number 78, H, carries -0.069; number 79, H, carries 0.341; number 80, H, carries 0.089; number 81, C, carries 0.488; number 82, C, carries -0.744; number 83, C, carries -1.311; number 84, O, carries -0.533; number 85, H, carries 0.349; number 86, N, carries 0.672; number 87, O, carries -0.584; number 88, H, carries 0.404; number 89, O, carries -0.413; number 90, H, carries 0.459; number 91, H, carries 0.169; number 92, H, carries 0.340; number 93, H, carries 0.343; number 94, C, carries -0.020; number 95, C, carries -0.896; number 96, H, carries 0.389; number 97, H, carries -0.203; number 98, H, carries 0.308; number 99, H, carries 0.390